(1)
C22H23N3O4 | ωB97M-V with the def2-TZVPD basis set

For the HOMO-LUMO gap, the calculation gives 8.838 eV. For the strongest force on any atom, the calculation gives 1.4 eV Å⁻¹. The value obtained for the lowest unoccupied orbital energy is 0.782 eV. The molar mass is 393.4 g/mol. Its energy relative to the best compared isomer or geometry (same formula, charge and spin) is 3.162 eV. As for the SMILES: CN(CCc1ccccc1)C(=O)CCc1nnc(Cc2ccc3c(c2)OCO3)o1.

Each line ends with the Löwdin charge.
Element x y z (Å)
C 0.95 -0.15 -3.37  -0.040
N 0.02 0.24 -2.35  -0.086
C -0.92 -0.75 -1.84  -0.134
C -0.34 -1.48 -0.62  -0.116
C 0.90 -2.25 -0.96  -0.237
C 2.15 -1.76 -0.61  -0.047
C 3.30 -2.45 -0.96  -0.080
C 3.21 -3.63 -1.67  -0.098
C 1.97 -4.13 -2.02  -0.090
C 0.82 -3.44 -1.67  -0.052
C 0.09 1.41 -1.68  -0.458
O -0.71 1.71 -0.81  0.068
C 1.24 2.34 -2.06  -0.090
C 1.44 3.36 -0.93  -0.087
C 1.54 2.62 0.34  -0.357
N 2.22 1.54 0.56  0.098
N 1.92 1.12 1.81  0.109
C 1.07 1.97 2.29  -0.340
C 0.32 1.86 3.56  -0.051
C -1.06 1.36 3.18  -0.221
C -2.15 2.21 3.20  -0.034
C -3.41 1.79 2.76  0.018
C -3.51 0.50 2.30  -0.199
C -2.41 -0.35 2.27  -0.191
C -1.17 0.05 2.71  0.051
O -2.79 -1.57 1.77  0.023
C -4.16 -1.44 1.45  -0.160
O -4.61 -0.16 1.81  0.037
O 0.80 2.96 1.41  0.158
H 1.07 0.64 -4.11  0.090
H 0.57 -1.03 -3.88  0.094
H 1.93 -0.41 -2.96  0.088
H -1.82 -0.22 -1.54  0.120
H -1.15 -1.45 -2.64  0.120
H -1.11 -2.16 -0.22  0.114
H -0.12 -0.74 0.15  0.098
H 2.24 -0.83 -0.05  0.082
H 4.27 -2.06 -0.68  0.103
H 4.11 -4.17 -1.95  0.098
H 1.89 -5.06 -2.57  0.099
H -0.15 -3.83 -1.94  0.113
H 1.03 2.84 -3.00  0.127
H 2.16 1.75 -2.16  0.112
H 0.58 4.03 -0.86  0.128
H 2.34 3.95 -1.11  0.125
H 0.25 2.84 4.05  0.125
H 0.83 1.16 4.21  0.130
H -2.04 3.22 3.55  0.113
H -4.26 2.45 2.78  0.118
H -0.32 -0.61 2.69  0.131
H -4.30 -1.60 0.37  0.139
H -4.73 -2.20 2.00  0.140

(2)
C22H23N3O5S | ωB97M-V with the def2-TZVPD basis set

For the HOMO-LUMO gap, the calculation gives 7.978 eV. For the strongest force on any atom, the calculation gives 1.0 eV Å⁻¹. The value obtained for the lowest unoccupied orbital energy is -0.184 eV. The molar mass is 441.5 g/mol. Its energy relative to the best compared isomer or geometry (same formula, charge and spin) is 2.209 eV. As for the SMILES: C=CCNC(=O)c1c[nH]c2ccc(S(=O)(=O)N(C)c3ccc(OCC)cc3)cc2c1=O.

Each line ends with the Löwdin charge.
Element x y z (Å)
C -7.66 -2.20 1.23  0.010
C -8.20 -2.02 0.04  -0.158
C -7.62 -1.19 -1.07  -0.182
N -6.33 -0.64 -0.77  0.074
C -6.12 0.68 -0.64  -0.451
O -6.97 1.53 -0.87  0.040
C -4.74 1.07 -0.22  -0.027
C -4.50 2.41 -0.15  0.007
N -3.31 2.94 0.22  0.103
C -2.26 2.14 0.58  -0.168
C -1.04 2.70 0.99  0.010
C 0.00 1.88 1.34  -0.038
C -0.16 0.50 1.31  -0.246
S 1.25 -0.53 1.72  0.693
O 0.77 -1.83 2.11  -0.268
O 2.09 0.19 2.62  -0.265
N 1.99 -0.64 0.21  -0.219
C 1.44 -1.69 -0.61  -0.084
C 3.36 -0.35 0.13  -0.279
C 4.30 -1.28 -0.29  -0.011
C 5.64 -0.94 -0.39  -0.016
C 6.08 0.33 -0.05  -0.268
O 7.36 0.78 -0.08  -0.052
C 8.39 -0.06 -0.58  -0.249
C 8.40 -0.14 -2.10  -0.065
C 5.13 1.27 0.38  0.015
C 3.79 0.94 0.45  -0.017
C -1.35 -0.07 0.93  0.021
C -2.42 0.74 0.55  -0.045
C -3.69 0.12 0.12  -0.303
O -3.81 -1.10 0.07  0.047
H -8.13 -2.81 1.98  0.050
H -6.72 -1.74 1.51  0.052
H -9.14 -2.49 -0.22  0.095
H -7.55 -1.81 -1.98  0.124
H -8.29 -0.35 -1.29  0.121
H -5.57 -1.27 -0.52  0.110
H -5.29 3.10 -0.41  0.144
H -3.19 3.94 0.25  0.164
H -0.94 3.77 1.02  0.117
H 0.94 2.28 1.67  0.111
H 1.58 -2.68 -0.17  0.092
H 1.89 -1.65 -1.60  0.102
H 0.36 -1.51 -0.70  0.081
H 4.00 -2.28 -0.54  0.112
H 6.34 -1.70 -0.72  0.106
H 8.32 -1.06 -0.13  0.116
H 9.31 0.41 -0.23  0.123
H 9.23 -0.75 -2.43  0.076
H 7.47 -0.57 -2.48  0.066
H 8.50 0.86 -2.52  0.079
H 5.47 2.26 0.64  0.120
H 3.07 1.67 0.78  0.101
H -1.48 -1.14 0.93  0.128